(1)
102
Properties=species:S:1:pos:R:3:lowdin_spin:R:1 method="wB97M-V/def2-TZVPD" e_lumo_ev="3.66 / 3.65" homo_energy_ev="-0.9 / -2.7" total_charge=-2 multiplicity=2 e_above_lowest_kj_mol=130.5 homo_lumo_gap_ev="4.548 / 6.401"
Rb -2.38334 -1.20747 0.73902 0.001
Br 3.69504 -3.52469 -4.67970 0.013
C 1.94787 -3.52724 -3.92812 0.065
C 0.77790 -4.12719 -4.45305 -0.003
C -0.40521 -4.16873 -3.69649 0.050
C -0.51399 -3.64682 -2.39233 0.030
C 0.67337 -3.04136 -1.90025 0.030
C 1.86833 -3.09970 -2.55834 0.001
N -1.59846 -3.59804 -1.59830 0.179
C -2.59015 -4.50432 -1.69229 0.207
C -3.77207 -4.40441 -0.92791 0.081
C -4.71730 -5.47894 -1.03285 0.059
C -5.86828 -5.41278 -0.31825 0.029
C -6.11463 -4.33145 0.56499 0.115
C -5.12830 -3.38227 0.61353 0.003
N -4.01531 -3.36274 -0.09699 0.116
H 0.88646 -4.58571 -5.44098 -0.001
H -1.30108 -4.65566 -4.11582 0.005
H 0.63663 -2.69974 -0.86799 0.002
H 2.78037 -2.77114 -2.13150 -0.001
H -2.45247 -5.39217 -2.32079 0.012
H -4.62979 -6.23869 -1.76500 0.002
H -6.68012 -6.14952 -0.42118 -0.001
H -7.08818 -4.28801 1.03029 0.009
H -5.28268 -2.48259 1.23803 -0.002
O -3.05445 -0.61608 3.35889 0.000
N -2.56013 0.45130 3.88634 0.000
C -3.46965 1.16282 4.61677 0.000
C -3.18453 2.39945 5.17658 0.000
C -1.89527 2.88221 4.99823 0.000
C -0.93378 2.14433 4.39728 0.000
C -1.27960 0.90801 3.75239 0.000
S -0.16400 0.01514 2.80177 0.000
H -4.40282 0.69028 4.60097 0.000
H -3.98481 3.01906 5.65578 0.000
H -1.68062 3.89776 5.31668 0.000
H 0.03466 2.54807 4.20574 0.000
C 7.38210 -2.86939 -0.28028 0.000
C 6.24970 -3.56540 -0.56445 0.000
C 4.97270 -2.96567 -0.28507 0.000
C 4.91882 -1.68985 0.27836 0.000
C 6.09110 -1.00905 0.52489 0.000
C 7.33735 -1.58533 0.25190 0.000
As 3.07354 -1.14179 0.76037 0.000
C 3.55337 0.73504 0.91411 0.000
C 3.59909 1.65947 -0.12800 0.000
C 4.00339 2.96332 0.17255 0.000
C 4.24591 3.31979 1.49413 0.000
C 4.11355 2.39317 2.54377 0.000
C 3.79402 1.10567 2.23526 0.000
C 3.72448 0.01688 3.24223 0.000
C 4.10427 0.12468 4.57753 0.000
C 4.04819 -1.06593 5.33119 0.000
C 3.75655 -2.27531 4.77991 0.000
C 3.47904 -2.34861 3.44766 0.000
C 3.46900 -1.22754 2.66627 0.000
H 8.30446 -3.34846 -0.52945 0.000
H 6.29851 -4.49503 -1.10815 0.000
H 4.04538 -3.40838 -0.65324 0.000
H 6.04254 -0.05929 1.01144 0.000
H 8.25425 -1.01224 0.44048 0.000
H 3.29267 1.35678 -1.16623 0.000
H 4.18232 3.73508 -0.54646 0.000
H 4.52599 4.33121 1.73794 0.000
H 4.27491 2.70642 3.54505 0.000
H 4.36137 1.08452 4.98396 0.000
H 4.11724 -0.91112 6.39196 0.000
H 3.63560 -3.14536 5.42674 0.000
H 3.14791 -3.26575 2.97454 0.000
Cl 1.11200 0.41091 -2.43105 0.001
C 1.41870 -0.18334 -4.08631 0.000
Cl 3.06814 -0.10194 -4.61915 0.000
H 0.73374 0.40619 -4.72532 0.000
H 1.08071 -1.20625 -4.19176 0.001
S 0.03506 3.99938 -5.92108 0.000
C -0.01444 3.62545 -4.28858 0.000
N -1.13796 3.22549 -3.65789 0.000
C -1.25508 3.04374 -2.33611 0.000
C -0.15859 3.24474 -1.53782 0.000
C 1.07883 3.54712 -2.17614 0.000
C 1.14801 3.77123 -3.49151 0.000
H -1.95140 2.93759 -4.19916 0.000
H -2.23383 2.77927 -2.00053 0.000
H -0.21226 3.05968 -0.46015 0.000
H 1.96694 3.67779 -1.57772 0.000
H 2.07453 4.07096 -3.99101 0.000
O -5.89686 3.67580 -2.49226 0.000
S -5.06692 2.47286 -3.44463 0.000
O -3.83489 3.17971 -3.87658 0.000
N -4.55851 1.35231 -2.45457 0.000
C -4.47903 1.52113 -1.13362 0.000
O -4.13697 0.63355 -0.35172 0.000
C -4.87590 2.82329 -0.54132 0.000
C -4.58095 3.03135 0.82384 0.000
C -4.86733 4.26021 1.45334 0.000
C -5.42220 5.29413 0.69825 0.000
C -5.69254 5.11998 -0.64179 0.000
C -5.50657 3.87686 -1.23182 0.000
H -4.15951 2.20618 1.35445 0.000
H -4.58332 4.41975 2.47196 0.000
H -5.62837 6.27316 1.17735 0.000
H -6.01210 5.98822 -1.20566 0.000

***

(2)
107
Properties=species:S:1:pos:R:3:lowdin_spin:R:1 method="wB97M-V/def2-TZVPD" e_lumo_ev="1.57 / 1.59" homo_energy_ev="-3.6 / -4.1" total_charge=-1 multiplicity=4 homo_lumo_gap_ev="5.197 / 5.719"
V 0.61223 -0.30465 0.76639 1.896
O 3.03083 0.31812 3.88147 0.011
C 2.55993 0.19590 2.77968 0.006
O 1.30980 -0.08078 2.51768 0.026
C 3.49467 0.38099 1.54910 0.001
O 4.39964 1.15999 1.60604 -0.001
O 1.56741 1.65202 0.11164 0.011
C -2.33772 2.35437 -0.33726 0.005
O -1.32704 1.47566 -0.92117 0.004
C -1.65783 0.80557 -2.04653 0.001
C -2.60722 1.20813 -2.97317 0.000
C -2.85694 0.39965 -4.07762 0.000
Br -4.16107 0.96302 -5.33333 0.000
C -2.19993 -0.79271 -4.28113 0.000
C -1.22694 -1.18674 -3.36031 0.000
C -0.94061 -0.36230 -2.28818 0.000
O 0.07015 -0.63981 -1.40443 0.010
C -0.54293 -2.48106 -3.52392 0.000
N -0.31011 -3.07182 -4.66131 0.000
C 0.32174 -4.26171 -4.32795 0.000
C 0.79933 -5.28066 -5.15099 0.000
C 1.40080 -6.36845 -4.54875 0.000
C 1.53535 -6.45336 -3.15291 0.000
C 1.07326 -5.45144 -2.32101 0.000
C 0.46769 -4.36363 -2.93997 0.000
N -0.08332 -3.20171 -2.44123 0.000
H -2.66920 4.08823 -1.49498 0.002
H -2.20047 2.20490 0.72566 0.000
H -3.31931 2.00259 -0.65034 0.000
H -3.12955 2.14862 -2.86117 0.000
H -2.41195 -1.42736 -5.12871 0.000
H 0.77727 -1.17323 -1.79460 0.001
H 0.69634 -5.20891 -6.22572 0.000
H 1.78187 -7.17481 -5.16223 0.000
H 2.01676 -7.32081 -2.72007 0.000
H 1.18514 -5.50470 -1.24545 0.000
H -0.26036 -2.99717 -1.46954 0.000
C -1.18918 2.08217 4.77383 0.000
Te -1.49702 0.75524 3.13040 0.000
C -3.42742 1.66419 3.07355 0.000
C -3.67297 2.14909 4.48001 0.000
C -4.95158 2.42606 4.95265 0.000
C -5.13976 2.90124 6.24151 0.000
C -4.04394 3.10786 7.06866 0.000
C -2.76659 2.83849 6.60229 0.000
C -2.57093 2.35901 5.31126 0.000
H -0.70475 2.99592 4.42893 0.000
H -0.54490 1.60536 5.50898 0.000
H -4.17008 0.94657 2.73111 0.000
H -3.41454 2.50731 2.38061 0.000
H -5.80436 2.26257 4.30412 0.000
H -6.13954 3.11021 6.60039 0.000
H -4.18460 3.47450 8.07758 0.000
H -1.91002 2.99385 7.24802 0.000
Se -2.97572 5.85919 -2.65128 0.389
N -1.91363 6.58869 -1.38836 0.337
C -1.20201 5.91243 -0.45226 -0.005
C -0.29532 6.66287 0.31410 0.095
C 0.53327 6.07898 1.26302 -0.002
C 0.46781 4.71532 1.44275 0.106
N -0.39860 3.94475 0.75814 -0.005
C -1.23457 4.51123 -0.10552 0.034
N -2.19009 3.70278 -0.67516 0.032
H -0.26389 7.72640 0.11351 0.004
H 1.23249 6.67296 1.83694 -0.003
H 1.12477 4.19778 2.13326 0.007
C 6.02189 0.44423 -1.66832 0.000
N 4.90139 -0.48776 -1.50909 0.000
N 3.80472 0.18429 -0.89339 -0.001
C 3.34474 -0.52551 0.28003 0.009
O 2.04759 -1.04895 0.07942 -0.007
C 4.33899 -1.64514 0.36803 -0.001
C 5.18081 -1.57267 -0.65530 -0.001
C 6.31812 -2.47452 -0.99079 0.000
C 2.95710 0.91322 -1.73251 0.000
C 3.17313 0.91429 -3.11194 0.000
C 2.44795 1.73556 -3.96403 0.000
C 1.48973 2.59082 -3.45285 0.001
C 1.22848 2.56878 -2.08978 0.000
C 1.91572 1.72147 -1.24773 0.002
H 5.70187 1.27950 -2.28758 0.000
H 6.83660 -0.06862 -2.17786 0.000
H 6.35921 0.82839 -0.69982 0.000
H 4.26819 -2.41489 1.12032 0.000
H 6.31529 -3.33493 -0.32506 0.000
H 7.27727 -1.96444 -0.88428 0.000
H 6.23358 -2.82168 -2.02193 0.000
H 3.93052 0.25223 -3.50612 0.000
H 2.64743 1.70562 -5.02742 0.000
H 0.92856 3.26069 -4.09027 0.000
H 0.46169 3.20794 -1.67744 0.000
H 0.87651 2.33690 0.30910 0.001
O -2.41670 -0.89205 0.60899 0.010
C -1.81002 -1.86153 1.03521 0.007
N -0.43894 -1.92504 1.15376 0.004
C -0.07160 -3.16067 1.70185 0.005
O 1.04981 -3.53879 1.92814 0.004
C -1.33830 -3.94558 1.91450 0.001
C -1.53816 -5.21723 2.40594 0.001
C -2.85135 -5.67770 2.47072 0.001
C -3.91516 -4.88165 2.05250 0.001
C -3.69852 -3.59765 1.55766 0.001
C -2.39384 -3.15728 1.50220 0.000
H -0.70549 -5.82707 2.73160 0.000
H -3.05063 -6.67082 2.85277 0.000
H -4.92419 -5.26846 2.11433 0.000
H -4.51401 -2.96622 1.22978 0.000

***

(3)
106
Properties=species:S:1:pos:R:3:lowdin_spin:R:1 method="wB97M-V/def2-TZVPD" e_lumo_ev="-2.25 / -1.32" homo_energy_ev="-6.0 / -6.5" multiplicity=2 homo_lumo_gap_ev="3.776 / 5.154"
Ru -0.34743 -0.16465 -0.24852 1.125
N 4.43316 1.91615 0.70311 0.000
C 5.04972 0.72259 1.02004 0.000
C 6.30474 0.42639 1.53884 0.000
C 6.60990 -0.91215 1.69132 0.000
C 5.69984 -1.91679 1.32884 0.000
C 4.45306 -1.61188 0.82182 0.000
C 4.11762 -0.26581 0.67820 0.000
N 2.96055 0.32023 0.18754 0.007
C 3.19405 1.60201 0.20387 0.000
C 2.29338 2.62984 -0.32053 0.001
C 2.63541 3.93426 -0.52955 0.000
S 1.32068 4.78282 -1.20722 0.000
C 0.39458 3.34611 -1.15058 0.000
N 1.00214 2.30759 -0.67276 0.006
H 4.81298 2.83690 0.82853 0.000
H 7.01136 1.19994 1.80556 0.000
H 7.57514 -1.19298 2.09020 0.000
H 5.98446 -2.95344 1.45144 0.000
H 3.76110 -2.38931 0.53707 0.000
H 3.57653 4.42414 -0.35091 0.000
H -0.63302 3.33600 -1.47938 0.000
N 0.48151 5.47820 8.36082 0.000
C 0.34513 4.81710 7.43156 0.000
C 0.17502 3.98872 6.26817 0.000
C -0.58582 2.82512 6.35008 0.000
C -0.74279 2.02986 5.22930 0.000
C -0.15222 2.38837 4.02051 0.000
C 0.60111 3.55588 3.94638 0.000
C 0.77081 4.35418 5.06399 0.000
C -0.32999 1.53834 2.80945 -0.001
C -1.14342 2.05588 1.80509 0.003
C -1.95051 3.22430 1.90460 0.011
C -2.72518 3.27679 0.77037 0.004
C -2.36528 2.14749 0.00222 0.010
N -1.42862 1.41996 0.60088 0.001
C 0.31735 0.30462 2.80416 0.001
C 1.08104 -0.26163 3.86260 0.001
C 1.51507 -1.49154 3.42767 0.001
C 1.02009 -1.62977 2.11379 0.001
N 0.31573 -0.57444 1.72967 0.004
H -1.04903 2.55172 7.28794 0.000
H -1.33282 1.12486 5.28340 0.000
H 1.05545 3.83514 3.00465 0.000
H 1.35929 5.25950 5.00960 0.000
H -1.96650 3.90548 2.73849 0.001
H -3.46828 4.01017 0.50944 0.000
H -2.77847 1.85203 -0.94727 0.000
H 1.27342 0.19777 4.81670 0.000
H 2.12266 -2.20496 3.95784 0.000
H 1.19691 -2.45284 1.44136 0.000
Cl -0.34392 1.42260 -3.89360 -0.005
Si -1.18343 0.01258 -2.53347 -0.019
Cl -3.25599 0.38169 -2.96337 -0.006
Cl -1.00273 -1.78432 -3.66520 -0.008
Cl -1.63740 -7.98108 2.94112 0.000
C -2.69354 -7.10131 1.88358 0.000
C -2.32793 -6.87972 0.56871 0.000
C -3.17920 -6.16292 -0.25536 0.000
C -4.38358 -5.63790 0.20051 0.000
C -5.28455 -4.83184 -0.72439 0.000
C -5.48417 -3.36217 -0.28207 0.000
N -4.32891 -2.68162 0.28091 0.001
C -3.95604 -2.66357 1.60898 0.000
C -2.88329 -1.83040 1.68928 0.000
N -2.59328 -1.33159 0.44465 -0.004
C -3.47727 -1.85180 -0.36568 0.000
O -4.92291 -4.98999 -2.08348 0.000
C -3.91265 -4.14536 -2.63581 0.000
C -3.53609 -4.71267 -3.96441 0.000
C -2.38829 -5.38130 -4.25665 0.000
Cl -1.08469 -5.74026 -3.19297 0.000
S -2.30165 -5.88868 -5.89065 0.000
C -3.83799 -5.20457 -6.21617 0.000
C -4.37350 -4.62023 -5.11568 0.000
C -4.74019 -5.94220 1.51186 0.000
Cl -6.30874 -5.49908 2.13608 0.000
C -3.91178 -6.65416 2.36223 0.000
H -1.39458 -7.26958 0.18853 0.000
H -2.90447 -6.02728 -1.28919 0.000
H -6.28174 -5.28205 -0.67666 0.000
H -6.26984 -3.33564 0.47012 0.000
H -5.84186 -2.79096 -1.13934 0.000
H -4.48565 -3.22394 2.35529 0.000
H -2.30045 -1.55960 2.55320 0.000
H -3.55604 -1.63333 -1.41571 0.000
H -3.03787 -4.07028 -1.98480 0.000
H -4.30524 -3.13392 -2.78635 0.000
H -4.25533 -5.26870 -7.20547 0.000
H -5.33368 -4.12786 -5.10467 0.000
H -4.22090 -6.86749 3.37474 0.000
C -0.51002 -3.73403 -0.05358 -0.004
C 0.61299 -3.16167 -0.82663 -0.035
C 1.62946 -3.93035 -1.49626 -0.020
C 2.41352 -3.03664 -2.15065 -0.018
C 1.85607 -1.73460 -1.88584 -0.042
C 2.29820 -0.49358 -2.55057 -0.008
N 0.79360 -1.84358 -1.05135 -0.001
H -0.18520 -4.61587 0.50119 0.000
H -1.28672 -4.06140 -0.75273 -0.003
H -0.95354 -3.01132 0.62645 0.001
H 1.71212 -5.00389 -1.46583 0.000
H 3.26978 -3.22404 -2.77609 0.000
H 2.04271 -0.56276 -3.61322 -0.002
H 3.38237 -0.39279 -2.47693 -0.003
H 1.81294 0.38528 -2.14104 0.000

***

(4)
100
Properties=species:S:1:pos:R:3:lowdin_spin:R:1 method="wB97M-V/def2-TZVPD" e_lumo_ev="-3.60 / -5.06" homo_energy_ev="-8.3 / -11.0" total_charge=+1 multiplicity=5 homo_lumo_gap_ev="4.731 / 5.961"
Rh -0.74402 -0.66278 3.05788 0.958
C -6.51310 -3.80572 3.47331 0.004
C -5.95117 -4.37784 4.61132 0.012
C -4.64351 -4.08861 4.99618 0.008
C -3.93795 -3.21248 4.20012 0.006
C -2.56747 -2.67491 4.31544 0.055
N -2.34062 -1.84872 3.26698 0.043
C -3.45357 -1.78803 2.46396 0.087
N -3.60568 -1.15664 1.34791 0.023
C -2.67898 -0.41695 0.69478 0.212
C -3.00964 -0.16164 -0.67331 0.242
C -3.88992 -0.81277 -1.54559 0.233
C -3.57615 -0.74865 -2.91073 0.220
C -2.46975 -0.07725 -3.45717 0.262
C -0.23022 0.79756 -2.34834 0.022
C -0.65619 0.22461 -0.96926 0.058
C -0.49650 0.57383 0.47031 0.095
N 0.50666 1.33932 0.79678 0.082
C 1.06962 1.41292 2.00049 0.119
N 0.87071 0.51986 2.97469 0.003
C 1.78391 0.72372 3.98295 0.203
N 1.93953 -0.01360 5.06727 -0.036
C 1.15872 -1.01087 5.39512 0.184
N -0.01993 -1.41959 4.76790 0.013
C -0.58077 -2.40052 5.48129 0.087
N -1.77025 -2.99110 5.30405 0.047
C 0.27813 -2.73250 6.61655 0.023
C 0.14909 -3.67287 7.62165 0.011
C 1.15501 -3.71727 8.57889 0.032
C 2.24200 -2.84210 8.52772 0.005
C 2.36311 -1.89425 7.52040 0.034
C 1.36169 -1.85700 6.56396 0.006
C 2.60277 1.87157 3.62603 0.016
C 3.65980 2.49896 4.26780 0.034
C 4.23778 3.58662 3.63023 0.012
C 3.78239 4.02942 2.38511 0.033
C 2.73154 3.39601 1.73787 0.017
C 2.14620 2.31841 2.38079 0.031
N -1.50698 0.09638 1.25287 0.105
C -4.49762 -2.64144 3.06211 0.002
C -5.78955 -2.92498 2.67241 0.014
H -7.53218 -4.05041 3.20887 0.000
H -6.54243 -5.05857 5.20689 0.000
H -4.19804 -4.52646 5.87709 0.000
H -4.66376 -1.46679 -1.17958 0.010
H -4.17527 -1.32316 -3.60445 0.006
H -2.17721 -0.18628 -4.48757 0.013
H 0.15860 1.80284 -2.44177 0.000
H -0.69931 -4.34072 7.65507 0.000
H 1.09793 -4.43922 9.38141 0.002
H 3.00348 -2.90484 9.29289 -0.001
H 3.19962 -1.21238 7.48016 0.002
H 4.01418 2.15032 5.22636 0.001
H 5.06027 4.10483 4.10296 0.000
H 4.26126 4.88032 1.92178 0.001
H 2.38251 3.72874 0.77045 0.000
H -6.22029 -2.47871 1.78764 0.000
C 3.15839 1.41719 -2.20558 0.000
C 3.47980 0.57633 -3.44864 0.000
C 4.78575 1.11319 -4.05446 0.000
C 3.73149 -0.86937 -3.01351 0.000
C 2.35164 0.63170 -4.52739 0.000
O 2.83055 0.03048 -5.73575 0.000
C 1.87576 2.06786 -4.81697 0.000
C 1.00253 2.19210 -6.08192 0.000
C -0.46625 2.42301 -5.81148 0.000
C -1.42452 1.72822 -6.54508 0.002
C -2.78140 1.92381 -6.33422 0.002
C -3.18886 2.82456 -5.36529 0.001
Cl -4.88181 3.04007 -5.05062 0.001
C -2.26081 3.54998 -4.63774 0.000
C -0.91006 3.34738 -4.86901 0.002
C 1.15022 -0.29932 -4.23766 0.002
N 0.52640 -0.24110 -2.92395 0.009
C 0.17594 -1.37115 -2.21995 0.000
N -0.49331 -1.21588 -1.14462 0.015
C -2.05728 0.75258 -1.27314 0.060
N -1.76515 0.77588 -2.68064 0.231
H 4.01250 1.38388 -1.52753 0.000
H 2.30449 1.03793 -1.64491 0.000
H 2.98675 2.46576 -2.44645 0.000
H 5.53270 1.20946 -3.26616 0.000
H 4.67536 2.09831 -4.50990 0.000
H 5.19947 0.42921 -4.79486 0.000
H 4.64843 -0.92002 -2.42656 0.000
H 3.85049 -1.52776 -3.87443 0.000
H 2.92727 -1.24826 -2.38410 0.000
H 3.55859 0.55630 -6.08348 0.000
H 2.73368 2.74012 -4.86889 0.000
H 1.30266 2.41501 -3.96195 0.000
H 1.09962 1.28612 -6.68170 0.000
H 1.38394 2.99710 -6.71354 0.000
H -1.10515 1.02066 -7.30112 0.000
H -3.51773 1.37896 -6.90838 0.000
H -2.59618 4.26741 -3.90326 0.000
H -0.19474 3.93378 -4.30674 0.000
H 1.52449 -1.31821 -4.33838 0.000
H 0.40772 -0.15700 -5.02824 0.001
H 0.49878 -2.33750 -2.58225 0.000
H -2.15070 1.77366 -0.87654 0.023

***

no.,largest force on an atom (hartree/bohr)
1,0.0544
2,0.0338
3,0.0525
4,0.0129